Record 1
This record from the Open Molecules 2025 dataset describes a single C3H9ClNPS molecule at a distorted geometry. The level of theory is ωB97M-V/def2-TZVPD.

XYZ file:
```
16
Properties=species:S:1:pos:R:3:forces:R:3
C 0.906332 -2.461334 -0.923286 0.4 0.3 5.6
C 0.794805 -0.956059 -0.436844 0.4 1.4 -1.0
P -0.200394 -0.454707 1.044402 -3.2 -1.7 -2.1
S -2.298755 -1.781413 1.169877 3.4 2.4 -0.1
Cl 0.986709 -0.767216 2.524498 1.2 -0.6 1.9
N -0.137092 1.266094 0.946146 -0.6 -1.7 -2.1
C -0.672082 1.975596 2.061421 -0.7 -0.4 1.3
H 0.073245 -2.997144 -0.382848 0.6 0.3 -1.1
H 0.759516 -2.332633 -1.923309 0.0 -0.8 -2.8
H 1.871998 -2.970875 -0.517777 -1.5 1.1 -1.3
H 0.346760 -0.358091 -1.310744 0.3 -0.7 1.3
H 1.783778 -0.434130 -0.274268 -0.9 -0.7 -0.1
H -0.748977 1.407188 0.152861 0.0 0.4 -0.6
H -0.890429 3.025611 1.899811 -0.3 -0.1 -0.5
H -1.512241 1.408476 2.505509 0.0 0.7 0.0
H 0.139602 1.962275 2.726799 0.8 0.2 1.6
```
Positions in Å, forces in eV/Å.

Properties
F_max = 5.6 eV/Å
SMILES = CC[P@@](=S)(Cl)NC
LUMO energy = -0.147 eV
net charge = 0
energy above the lowest of the compared OMol25 structures with the same formula, charge and spin = 51.31 kcal/mol

natural (NBO) atomic charges, in units of e:
1 C -0.611
2 C -0.756
3 P 1.347
4 S -0.605
5 Cl -0.214
6 N -0.909
7 C -0.432
8 H 0.249
9 H 0.218
10 H 0.222
11 H 0.240
12 H 0.244
13 H 0.382
14 H 0.220
15 H 0.202
16 H 0.203

Record 2
This record from the Open Molecules 2025 dataset describes a molecular structure, C28H45ClN4OsSe at a distorted geometry. The level of theory is ωB97M-V/def2-TZVPD.

XYZ file:
```
80
Properties=species:S:1:pos:R:3:forces:R:3
Os 0.481117 -1.483752 1.265226 0.0 -0.1 -0.3
Cl -1.068265 -0.116189 0.336753 -2.0 1.4 -1.1
C 2.020607 -4.639578 3.066674 0.3 -0.4 0.2
C 1.172641 -3.276885 1.501756 0.5 -0.7 0.1
N 0.948958 -3.862614 2.721225 0.5 -0.4 0.0
H 3.814893 -5.134273 1.870120 0.0 -0.1 0.2
N 2.328250 -3.842716 1.035845 0.1 -0.2 0.1
H 2.083859 -5.147476 4.015435 0.1 0.0 -0.1
C -0.170853 -3.387227 3.537489 0.3 0.3 -0.8
C -0.341787 -4.347135 4.703114 -0.4 0.1 0.0
C 0.094929 -1.976055 4.009500 0.1 0.8 0.3
H 0.533565 -4.296949 5.364129 -0.2 0.0 -0.1
H -1.220873 -4.051134 5.284459 0.1 -0.1 0.0
H -0.479787 -5.377476 4.356160 0.0 0.1 0.1
H -2.204373 -2.856262 3.125824 -0.1 -0.1 0.0
H -1.594740 -4.173358 2.072524 0.0 0.0 0.0
H 0.126766 -1.215726 3.137704 -0.1 -0.6 1.2
C -1.339699 -3.236020 2.573689 -1.3 -0.4 0.1
H 1.027651 -1.894215 4.570867 -0.1 0.1 0.1
H -0.764277 -1.646042 4.607195 0.2 0.0 0.1
H -1.145370 -2.455344 1.756274 -0.6 -1.1 1.0
C 2.876320 -4.630648 2.012593 0.2 -0.4 0.3
C 4.125859 -2.506259 0.031583 0.1 0.5 -0.1
H 4.835246 -2.933766 0.751766 -0.1 0.0 -0.1
H 4.655957 -2.327777 -0.914537 0.0 0.0 0.2
C 2.967513 -3.456244 -0.236330 -0.3 0.1 0.6
H 2.357248 -2.265356 -1.913976 -0.1 -0.2 0.0
C 3.538249 -4.717001 -0.876214 -0.1 -0.2 -0.5
H 2.780183 -5.496677 -1.005904 0.0 0.1 0.1
H 3.752481 -1.544131 0.406024 0.1 -0.2 -0.1
H 1.353242 -1.936344 -0.448731 1.0 -1.0 -1.1
H 4.366507 -5.128625 -0.284526 -0.2 0.1 -0.1
H 3.941288 -4.469423 -1.864997 -0.1 0.0 0.1
C 1.886111 -2.760978 -1.056941 0.0 0.4 -0.6
H 1.125782 -3.473005 -1.394545 0.1 0.1 0.0
C -3.517642 5.297933 -3.511795 0.0 0.2 -0.3
N -3.311145 4.213304 -2.675071 0.1 0.3 -0.6
H -2.660678 5.678384 -5.500697 0.0 0.1 -0.1
N -2.135353 3.861657 -4.430430 -0.6 0.6 0.4
H -4.156702 6.124498 -3.271061 0.0 0.1 0.0
C -3.904223 3.966535 -1.352407 0.5 -0.4 -0.2
C -4.801718 5.123721 -0.977081 -0.3 0.1 0.3
C -4.674248 2.653778 -1.417429 -0.4 -0.2 0.2
H -5.629036 5.233733 -1.688863 0.1 0.1 0.1
H -5.232651 4.924857 0.011327 0.1 0.1 -0.1
H -4.237130 6.062144 -0.915663 -0.1 -0.1 -0.1
H -3.198202 3.574580 0.634382 0.2 0.0 -0.1
H -2.164864 4.698400 -0.284446 0.0 -0.1 0.0
H -4.006815 1.828458 -1.694323 -0.1 0.3 0.0
C -2.767859 3.785076 -0.354592 0.1 0.1 0.4
H -5.496980 2.719920 -2.139556 0.1 0.0 0.0
H -5.098218 2.445233 -0.425640 0.0 0.0 -0.2
H -2.128472 2.941664 -0.643199 -0.2 0.3 0.0
C -2.773856 5.075892 -4.620999 -0.2 0.2 0.0
C -1.816085 1.799319 -5.661006 -0.1 -0.3 -0.4
H -2.774073 1.898758 -6.185344 0.1 0.0 0.1
H -1.120012 1.252928 -6.311684 -0.2 0.1 0.1
C -1.222020 3.166843 -5.349577 0.0 -0.3 0.5
H 0.773342 2.384546 -5.276127 -0.1 0.1 0.1
C -1.035500 3.992943 -6.601841 0.1 -0.1 -0.3
H -0.592158 4.969842 -6.373410 -0.1 -0.1 -0.1
H -1.962359 1.223314 -4.739397 0.0 0.2 -0.2
H -0.070586 2.354723 -3.704035 0.0 0.2 -0.2
H -1.985313 4.130696 -7.133076 0.2 0.1 0.0
H -0.349963 3.461079 -7.272432 -0.1 0.1 0.1
C 0.093310 2.940299 -4.616723 0.5 0.0 -0.1
H 0.565234 3.895389 -4.357061 -0.1 -0.1 0.0
C -2.461731 3.339012 -3.237229 0.4 -1.3 0.5
Se 1.934502 0.257211 1.574853 2.2 2.4 -0.2
C 2.770083 -0.066688 3.270307 -0.2 0.5 0.0
C 2.393311 0.762846 4.342223 0.2 -0.8 0.1
C 2.688234 0.358040 5.642055 0.4 0.0 -0.1
C 3.413876 -0.824702 5.858530 -0.2 -0.1 0.0
C 3.864047 -1.593082 4.775638 0.3 0.4 0.0
C 3.615710 -1.164629 3.473276 -0.4 0.1 0.4
H 1.836196 1.674054 4.122271 0.0 -0.3 0.1
H 2.364913 0.974180 6.484124 0.1 -0.2 -0.1
H 3.633877 -1.148844 6.876804 -0.1 0.1 -0.2
H 4.442077 -2.507713 4.931695 -0.1 0.3 0.1
H 4.031684 -1.677471 2.607479 -0.3 -0.1 0.3
```
Positions in Å, forces in eV/Å.

Properties
F_max = 3.2 eV/Å
<S²> = 6.016
LUMO energy (alpha / beta) = 3.825 / 3.710 eV
net charge = -2
multiplicity = 5

Mulliken atomic charges, in units of e:
1 Os 0.137
2 Cl -0.521
3 C -0.496
4 C -0.555
5 N 0.438
6 H 0.374
7 N 0.416
8 H 0.424
9 C 1.074
10 C -2.185
11 C -1.036
12 H 0.424
13 H 0.437
14 H 0.431
15 H 0.394
16 H 0.363
17 H 0.344
18 C -1.065
19 H 0.042
20 H 0.554
21 H 0.089
22 C -0.581
23 C -1.470
24 H 0.288
25 H 0.533
26 C 1.491
27 H 0.460
28 C -1.879
29 H 0.363
30 H 0.170
31 H 0.221
32 H 0.387
33 H 0.453
34 C -1.320
35 H 0.432
36 C -0.157
37 N -0.089
38 H -0.329
39 N -0.371
40 H 0.319
41 C 3.161
42 C -2.701
43 C -1.993
44 H 0.468
45 H 0.431
46 H 0.441
47 H 0.418
48 H 0.360
49 H 0.306
50 C -1.789
51 H 0.397
52 H 0.444
53 H 0.262
54 C -0.304
55 C -2.925
56 H 0.492
57 H 0.478
58 C 6.509
59 H 0.459
60 C -4.387
61 H 0.514
62 H 0.146
63 H 0.239
64 H 0.573
65 H 0.501
66 C -2.624
67 H 0.375
68 C -0.607
69 Se -0.389
70 C 0.100
71 C -0.570
72 C -0.332
73 C -0.550
74 C -0.444
75 C 0.071
76 H 0.378
77 H 0.326
78 H 0.317
79 H 0.353
80 H 0.095

Record 3
This record from the Open Molecules 2025 dataset describes a molecular structure, C34H35Br2N7O2S2V at a distorted geometry. The level of theory is ωB97M-V/def2-TZVPD.

XYZ file:
```
83
Properties=species:S:1:pos:R:3:forces:R:3
V -0.101032 -0.883209 -0.818522 0.1 -0.5 -0.3
C -0.724880 -3.713600 -3.957512 -0.1 -0.1 -0.1
C -0.620495 -2.353029 -3.328422 0.1 0.2 0.2
O -0.129233 -2.340145 -2.137661 0.0 -0.3 -0.3
C -0.988187 -1.229129 -4.031904 0.0 0.1 0.1
C -0.779889 0.111329 -3.580067 0.0 -0.2 0.0
C -1.087541 1.241621 -4.516485 0.0 0.0 -0.1
N -0.318696 0.362160 -2.388430 0.2 0.6 -0.3
N -0.060491 1.716681 -2.088031 -0.1 -0.5 -0.1
C 0.535656 1.764725 -0.936272 0.1 -0.3 0.1
O 0.839259 0.708077 -0.231361 0.1 1.0 0.1
C 0.911639 3.099529 -0.401408 0.0 -0.1 0.2
C 1.781315 3.169074 0.680491 0.1 0.1 0.1
C 2.111934 4.400923 1.236264 0.0 -0.1 -0.1
C 1.564495 5.565196 0.717096 0.0 0.0 0.0
C 0.692017 5.496706 -0.366625 0.0 0.0 0.1
C 0.367232 4.271293 -0.924364 0.0 0.0 0.0
H 0.198066 -3.937105 -4.499482 0.0 0.0 0.0
H -1.553994 -3.765704 -4.663961 0.1 0.0 0.0
H -0.853271 -4.467411 -3.181278 0.0 0.0 0.0
H -1.396290 -1.360687 -5.024479 0.0 0.0 0.0
H -1.502303 0.861611 -5.448476 0.0 0.0 0.0
H -0.186537 1.818469 -4.723580 0.0 0.0 0.0
H -1.793694 1.929608 -4.051103 0.0 0.0 0.0
H 2.179964 2.244660 1.083584 0.0 0.0 0.0
H 2.787522 4.448992 2.083128 0.0 0.0 0.0
H 1.809994 6.524011 1.157057 0.0 0.0 0.0
H 0.259106 6.404784 -0.769074 0.0 0.0 0.0
H -0.312734 4.199678 -1.763634 0.0 0.0 0.0
Br -1.055340 5.664383 3.601747 0.0 0.0 0.0
C -0.970554 3.879760 2.993644 0.1 0.0 0.1
C -1.724919 3.477256 1.915256 0.0 0.0 -0.1
C -1.611889 2.148286 1.529856 0.0 -0.2 -0.1
N -0.829784 1.259519 2.127092 0.0 0.0 0.2
C -0.079922 1.678062 3.144320 0.3 -0.1 0.0
C -0.124636 2.982713 3.620652 0.0 0.1 0.0
C 0.921756 0.706787 3.712864 -0.3 0.1 -0.1
C 1.438346 0.871194 4.996150 0.0 0.0 0.1
C 2.409834 -0.011916 5.424550 -0.1 0.1 0.0
Br 3.135598 0.170515 7.155302 0.0 0.0 0.1
C 2.844100 -1.030014 4.599106 0.0 -0.1 0.0
C 2.235669 -1.127897 3.357724 -0.1 0.1 -0.1
N 1.297668 -0.291839 2.921850 0.2 -0.1 -0.1
H -2.366982 4.164642 1.382583 0.0 0.0 0.0
H -2.162357 1.783124 0.668467 0.0 0.0 0.0
H 0.511514 3.316236 4.427584 0.0 0.0 0.0
H 1.074087 1.641104 5.660274 0.0 0.0 0.0
H 3.614507 -1.721969 4.908739 0.0 0.0 0.0
H 2.518513 -1.926421 2.675447 0.0 0.1 0.0
C 3.302631 0.239926 -2.826563 -0.1 -0.1 0.0
C 3.152122 -1.166848 -2.339744 0.0 0.2 0.1
N 2.363328 -1.510742 -1.371394 -0.2 -0.3 0.0
C 2.420126 -2.866995 -1.119526 -0.2 0.3 0.3
C 3.275102 -3.559657 -1.902755 0.1 -0.2 -0.1
S 4.033625 -2.490921 -3.004457 0.1 0.0 -0.1
C 1.579439 -3.361684 -0.018675 0.0 0.6 0.0
C 1.641913 -4.564505 0.586859 0.0 -0.2 0.1
S 0.540670 -4.609284 1.894376 0.0 -0.2 0.2
C 0.048075 -3.000840 1.568892 0.0 0.2 0.0
N 0.656773 -2.474940 0.542205 0.3 -0.4 -0.3
C -0.941882 -2.300160 2.437797 0.0 -0.1 -0.1
H 2.818895 0.905080 -2.114040 0.0 0.0 0.0
H 2.825971 0.369339 -3.799409 0.0 0.0 0.0
H 4.353785 0.510352 -2.922098 0.0 0.0 0.0
H 3.481658 -4.618641 -1.906105 0.0 0.1 0.0
H 2.271136 -5.406595 0.346162 0.0 0.1 0.0
H -1.892066 -2.837519 2.443963 0.0 0.0 0.0
H -1.086638 -1.286078 2.070842 0.0 0.0 0.0
H -0.569295 -2.265917 3.462473 0.0 0.0 0.0
C -3.301053 -2.678775 -0.627588 0.1 -0.1 0.0
C -3.092842 -1.180745 -0.399441 0.3 0.1 -0.2
C -3.704514 -0.396161 -1.563296 0.0 0.1 0.0
C -3.771459 -0.757365 0.902840 0.0 0.1 0.1
N -1.661504 -0.907953 -0.373423 -0.9 0.0 0.5
H -4.366849 -2.922740 -0.666474 0.1 0.0 0.0
H -2.840052 -3.252688 0.182027 -0.1 0.0 0.0
H -2.832954 -2.983166 -1.566050 0.0 0.0 0.0
H -4.794795 -0.479204 -1.548515 0.0 0.0 0.0
H -3.331321 -0.774924 -2.516503 0.0 0.0 0.0
H -3.432806 0.659945 -1.486118 0.0 0.0 0.0
H -4.831956 -1.017911 0.861893 0.0 0.0 0.0
H -3.688789 0.319424 1.057581 0.0 -0.1 0.0
H -3.328619 -1.253743 1.765566 0.0 0.0 0.0
```
Positions in Å, forces in eV/Å.

Properties
F_max = 1.1 eV/Å
<S²> = 0.784
LUMO energy (alpha / beta) = 0.202 / 0.200 eV
net charge = 0
multiplicity = 2
energy above the lowest of the compared OMol25 structures with the same formula, charge and spin = 0.00 kcal/mol

Mulliken atomic charges, in units of e:
1 V 0.159
2 C -1.943
3 C 0.733
4 O 0.302
5 C -1.349
6 C 1.042
7 C -1.562
8 N 1.608
9 N -1.174
10 C 0.745
11 O -0.914
12 C 0.380
13 C -0.109
14 C -0.875
15 C -0.473
16 C -0.709
17 C -0.647
18 H 0.372
19 H 0.457
20 H 0.317
21 H 0.367
22 H 0.464
23 H 0.279
24 H 0.279
25 H 0.429
26 H 0.449
27 H 0.441
28 H 0.399
29 H 0.486
30 Br -0.138
31 C -0.499
32 C -1.222
33 C -0.014
34 N 0.291
35 C 1.407
36 C -1.165
37 C 0.244
38 C -0.848
39 C -0.084
40 Br -0.174
41 C -0.938
42 C -0.205
43 N 0.448
44 H 0.471
45 H 0.488
46 H 0.378
47 H 0.546
48 H 0.440
49 H 0.237
50 C -0.832
51 C 0.534
52 N 0.348
53 C -0.649
54 C -0.349
55 S -0.281
56 C -0.443
57 C -0.152
58 S -0.330
59 C 0.349
60 N 0.772
61 C -0.656
62 H -0.076
63 H 0.263
64 H 0.517
65 H 0.443
66 H 0.495
67 H 0.519
68 H -0.644
69 H 0.635
70 C -1.315
71 C 1.301
72 C -1.315
73 C -1.278
74 N -0.020
75 H 0.494
76 H 0.155
77 H 0.125
78 H 0.519
79 H 0.227
80 H 0.149
81 H 0.491
82 H 0.210
83 H 0.176